Entry 1:
Molecular formula: C39H57N3O13
Method: DFT, ωB97M-V/def2-TZVPD

Energy relative to the best compared isomer or geometry (same formula, charge and spin), eV: 7.055
Frontier orbital gap, eV: 8.1

Last column: Mulliken charge in e.
Geometry (Å):
O 20.0004 15.7881 1.5405  -0.414
N 19.9483 15.4940 0.3740  1.054
O 18.9574 15.0475 -0.1520  -0.607
C 21.1942 15.5425 -0.4143  -0.333
C 22.2859 16.1514 0.1659  -0.108
C 23.4998 16.0943 -0.5137  -0.663
C 23.5291 15.5116 -1.7608  -0.356
C 22.4086 14.9515 -2.3523  -0.313
C 21.1970 14.9725 -1.6783  -0.652
H 22.2389 16.5988 1.1483  0.229
H 24.3938 16.5661 -0.1328  0.582
H 24.4642 15.4182 -2.3025  0.526
H 22.5249 14.5269 -3.3403  0.372
H 20.3112 14.5001 -2.0767  0.632
O 21.3421 13.7843 -5.2750  -0.568
N 20.7867 13.0653 -6.0822  1.056
O 19.8375 13.4123 -6.7565  -0.634
C 21.2779 11.6917 -6.2857  -0.098
C 22.3407 11.2442 -5.5250  0.158
C 22.7786 9.9406 -5.6250  -0.669
C 22.1878 9.1249 -6.5967  -0.386
C 21.1807 9.6132 -7.4264  -0.582
C 20.6572 10.8788 -7.2077  -0.472
H 22.7527 11.9265 -4.7919  0.415
H 23.5911 9.6039 -4.9985  0.464
H 22.5268 8.1134 -6.7797  0.378
H 20.7353 8.9816 -8.1819  0.437
H 19.7551 11.2502 -7.6751  0.468
O 25.2563 14.8634 -4.4508  -0.525
N 24.9553 13.8612 -5.0801  1.042
O 25.0246 12.7310 -4.6194  -0.610
C 24.4552 14.0253 -6.4222  0.044
C 24.0968 15.2993 -6.8687  0.160
C 23.7062 15.4729 -8.1833  -0.674
C 23.6368 14.3788 -9.0365  -0.453
C 24.0325 13.1172 -8.6230  -0.736
C 24.3418 12.9426 -7.2781  -0.331
H 24.1136 16.1818 -6.2456  0.374
H 23.4056 16.4446 -8.5478  0.412
H 23.3474 14.4603 -10.0788  0.398
H 24.0787 12.2608 -9.2783  0.435
H 24.6410 11.9497 -6.9686  0.469
C 16.7946 17.1658 0.9205  -0.495
C 15.3833 17.4574 1.3603  0.688
C 14.3052 16.5451 0.8305  -0.936
O 15.1510 18.3426 2.1386  -0.553
H 17.1367 16.2868 1.4752  -0.175
H 17.4606 17.9705 1.2226  0.334
H 16.9124 16.8942 -0.1270  0.359
H 14.4209 15.5634 1.3012  0.093
H 14.2956 16.4047 -0.2494  0.333
H 13.3051 16.8651 1.1254  0.340
C 27.8676 15.5831 -2.2453  -0.275
C 29.2442 15.8868 -1.6793  0.490
C 29.4033 17.2696 -1.0743  -0.847
O 30.1344 15.0770 -1.6902  -0.582
H 28.0027 14.8332 -3.0216  0.325
H 27.4736 16.5330 -2.6041  -0.006
H 27.1510 15.2344 -1.5012  0.158
H 30.0228 17.1861 -0.1828  0.327
H 28.4271 17.7064 -0.8509  0.098
H 29.8319 18.0178 -1.7456  0.318
C 21.5871 18.0582 3.3713  -0.483
C 21.3179 17.0973 4.5068  0.685
C 22.4258 16.1811 4.9917  -0.436
O 20.2476 17.1248 5.0695  -0.616
H 20.7372 18.0231 2.6939  0.045
H 22.5899 17.9175 2.9722  -0.033
H 21.5860 19.0799 3.7653  0.514
H 23.2549 16.2841 4.2857  -0.224
H 22.0490 15.1592 4.9522  0.175
H 22.8282 16.4141 5.9744  0.397
C 24.7730 18.2715 -3.8568  -1.047
C 25.1868 18.7766 -2.5031  0.745
C 24.2520 19.8216 -1.9097  -1.190
O 25.9917 18.2175 -1.8034  -0.410
H 23.9776 17.5323 -3.7852  0.119
H 25.6399 17.8550 -4.3770  0.311
H 24.4708 19.0896 -4.5134  0.550
H 23.7917 20.4397 -2.6782  0.398
H 24.7098 20.4121 -1.1207  0.358
H 23.4287 19.2519 -1.4649  0.172
C 23.5097 13.4993 2.2341  -0.300
C 22.5305 12.5602 2.9021  0.323
C 21.0701 12.6877 2.5220  -0.590
O 22.9046 11.7615 3.7273  -0.597
H 24.5153 13.2165 2.5483  0.401
H 23.4285 14.5390 2.5648  -0.119
H 23.3985 13.4883 1.1495  0.214
H 20.7582 13.7017 2.8067  -0.026
H 20.3878 12.0638 3.0959  0.392
H 20.8493 12.5699 1.4615  0.310
C 26.1228 17.3914 4.1187  -1.545
C 25.7340 16.8427 2.7714  0.883
C 26.7958 16.0272 2.0453  -1.127
O 24.6369 16.9749 2.2893  -0.316
H 25.5024 18.2423 4.3998  0.326
H 27.1526 17.7669 4.0861  0.477
H 26.1704 16.6817 4.9454  0.322
H 27.5396 15.5968 2.7117  0.492
H 27.2526 16.8156 1.4343  0.268
H 26.3477 15.2370 1.4507  0.217
C 16.8272 12.5773 -0.2354  -0.770
C 17.1729 12.4081 1.2147  0.881
C 16.4349 13.2088 2.2575  -0.812
O 18.0615 11.6476 1.5320  -0.557
H 17.0268 11.6922 -0.8339  0.364
H 17.5311 13.3375 -0.5847  -0.013
H 15.7866 12.8787 -0.3606  0.316
H 16.5838 14.2791 2.1010  -0.092
H 16.7867 12.9630 3.2583  0.323
H 15.3495 13.0845 2.2971  0.413


Entry 2:
Molecular formula: C39H58BN8O4S2Tl
Method: DFT, ωB97M-V/def2-TZVPD

Energy relative to the best compared isomer or geometry (same formula, charge and spin), eV: 0.519
Net charge: -2
Frontier orbital gap, eV: 6.4

Last column: Mulliken charge in e.
Geometry (Å):
Tl -0.9681 1.3952 0.7718  0.986
C 0.2479 2.2367 3.6828  -1.195
C 1.4099 1.3603 4.1238  0.875
C 2.7146 2.1662 4.0975  -1.357
C 1.5894 0.0748 3.3545  -0.688
C 2.3349 -1.0275 3.8082  -0.898
C 2.2828 -1.9509 2.7911  -0.058
C 2.9134 -3.3196 2.8598  0.258
C 4.1423 -3.4931 1.9664  -1.358
C 1.9065 -4.4623 2.6981  -1.270
N 1.5399 -1.4123 1.7873  0.390
N 1.1093 -0.1688 2.1438  0.581
B 1.2219 -2.0690 0.4176  -0.077
N 1.6477 -1.2016 -0.7988  1.023
N 0.9732 -0.0629 -1.0616  0.612
C 1.4504 0.4252 -2.1939  -0.886
C 2.4699 -0.4092 -2.6901  -0.790
C 2.5566 -1.4434 -1.7739  -0.018
C 3.4664 -2.6376 -1.8414  1.359
C 4.9241 -2.2329 -1.6157  -1.787
C 3.3082 -3.3719 -3.1750  -1.543
C 0.8271 1.6633 -2.7758  2.459
C -0.5252 1.3274 -3.4103  -1.374
C 1.7496 2.3526 -3.7746  -2.069
N -0.2678 -2.4561 0.2790  0.884
N -1.2460 -1.5535 0.5344  0.133
C -2.4012 -2.1543 0.2851  -0.840
C -2.1768 -3.4699 -0.1606  -0.594
C -0.8041 -3.6194 -0.1612  -0.048
C -0.0307 -4.8142 -0.6479  1.602
C -0.3965 -6.0763 0.1364  -1.762
C -0.2839 -5.0266 -2.1432  -1.637
C -3.7036 -1.4261 0.4559  2.007
C -3.9611 -0.4862 -0.7223  -0.991
C -4.8701 -2.3931 0.6296  -2.073
H 0.0874 3.0522 4.3905  0.565
H -0.6907 1.6841 3.6124  0.090
H 0.4488 2.7187 2.7231  -0.041
H 1.2280 1.0611 5.1624  0.358
H 2.9304 2.4887 3.0755  0.101
H 3.5607 1.5743 4.4542  0.434
H 2.6258 3.0614 4.7190  0.424
H 2.8345 -1.1466 4.7582  0.497
H 3.2817 -3.3717 3.8891  0.513
H 3.8837 -3.4133 0.9122  0.124
H 4.6004 -4.4732 2.1320  0.419
H 4.8855 -2.7242 2.1877  0.353
H 1.6622 -4.6359 1.6525  -0.056
H 0.9765 -4.2305 3.2211  0.357
H 2.3135 -5.3914 3.1096  0.506
H 1.8721 -3.0712 0.3816  -0.936
H 3.0563 -0.2864 -3.5877  0.439
H 3.1775 -3.3281 -1.0501  -0.807
H 5.2549 -1.5463 -2.3992  0.363
H 5.5799 -3.1087 -1.6288  0.434
H 5.0418 -1.7267 -0.6562  0.361
H 3.5763 -2.7185 -4.0088  0.303
H 2.2766 -3.6939 -3.3227  0.207
H 3.9551 -4.2536 -3.2108  0.454
H 0.6409 2.3482 -1.9458  -0.589
H -0.3945 0.6473 -4.2591  0.321
H -1.0258 2.2338 -3.7625  0.391
H -1.1743 0.8376 -2.6827  0.156
H 1.9468 1.7074 -4.6375  0.306
H 2.7082 2.6080 -3.3163  0.402
H 1.2924 3.2734 -4.1438  0.441
H -2.9112 -4.2079 -0.4444  0.365
H 1.0341 -4.6147 -0.5166  -0.626
H -1.4517 -6.3204 -0.0099  0.363
H -0.2324 -5.9373 1.2049  0.319
H 0.1991 -6.9307 -0.1994  0.427
H -1.3391 -5.2474 -2.3212  0.314
H 0.3118 -5.8601 -2.5285  0.419
H -0.0373 -4.1276 -2.7102  0.298
H -3.6187 -0.8028 1.3498  -0.317
H -4.0612 -1.0468 -1.6590  0.329
H -3.1389 0.2215 -0.8429  -0.145
H -4.8754 0.0904 -0.5569  0.411
H -5.0222 -3.0027 -0.2682  0.297
H -5.7913 -1.8381 0.8186  0.470
H -4.7023 -3.0668 1.4729  0.449
C -4.1292 3.7382 -4.2511  -1.392
C -3.7735 4.1132 -2.8355  0.800
C -3.9164 3.1963 -1.8011  -0.643
C -3.5315 3.5101 -0.5015  0.130
C -2.9988 4.7591 -0.2184  0.090
C -2.8814 5.6958 -1.2381  -0.816
C -3.2600 5.3735 -2.5327  -0.804
S -2.4234 5.1748 1.4477  0.982
O -3.4156 6.1501 1.8966  -0.801
O -1.1000 5.7359 1.1783  -0.773
N -2.3221 3.8733 2.2546  -0.044
C -3.5254 3.4132 2.9451  -0.729
C -3.6988 1.8829 2.9698  0.282
O -4.4552 1.4126 3.8317  -0.849
O -3.0859 1.2195 2.0695  -0.541
H -5.0376 3.1333 -4.2844  0.351
H -3.3323 3.1499 -4.7150  0.234
H -4.2880 4.6250 -4.8678  0.383
H -4.3180 2.2099 -2.0112  0.279
H -3.6329 2.7821 0.2988  0.498
H -2.4746 6.6740 -1.0099  0.381
H -3.1476 6.1071 -3.3259  0.288
H -4.4531 3.7963 2.4952  0.336
H -3.5535 3.7473 3.9855  0.283
S 3.2012 5.3025 0.4461  -0.257
C 3.7301 3.6703 0.3585  -0.273
C 2.6630 2.8647 0.1185  -0.498
N 1.4552 3.5081 0.0030  0.375
C 1.5809 4.7848 0.1639  -0.271
H 4.7621 3.3868 0.4843  0.421
H 2.6906 1.7863 0.0151  0.125
H 0.7449 5.4752 0.1952  0.334